This record from the Open Molecules 2025 dataset describes a molecular structure, C20H34CrN3OSSb. The level of theory is the ωB97M-V functional and the def2-TZVPD basis.

XYZ file:
```
61
Properties=species:S:1:pos:R:3:lowdin_charge:R:1
Cr 0.238 1.798 -0.455 0.35
N -1.416 4.719 -3.269 0.05
C -0.929 3.966 -2.237 -0.86
S -0.205 2.436 -2.681 0.57
N -1.076 4.448 -1.043 -0.01
N -0.584 3.611 -0.040 -0.13
C -0.797 4.052 1.151 -0.06
C -0.351 3.450 2.390 -0.15
C -0.683 4.128 3.573 -0.05
C -0.277 3.675 4.807 -0.10
C 0.495 2.512 4.871 -0.08
C 0.838 1.826 3.728 -0.02
C 0.421 2.267 2.458 -0.35
O 0.761 1.567 1.404 -0.27
H -1.065 4.519 -4.189 0.07
H -1.628 5.680 -3.055 0.09
H -1.353 4.986 1.229 0.13
H -1.272 5.033 3.496 0.11
H -0.543 4.210 5.706 0.10
H 0.832 2.144 5.831 0.10
H 1.442 0.928 3.774 0.11
C 0.690 -1.324 -3.630 -0.13
C -0.349 -1.769 -2.600 -0.70
C -1.700 -1.144 -2.955 -0.13
C -0.477 -3.288 -2.662 -0.10
Sb 0.272 -0.899 -0.693 1.62
C 2.203 -1.791 -0.196 -0.70
C 2.483 -1.611 1.296 -0.12
C 2.346 -3.260 -0.575 -0.11
C 3.237 -0.956 -0.962 -0.13
C -1.274 -1.474 0.759 -0.68
C -0.719 -1.469 2.182 -0.11
C -2.330 -0.369 0.658 -0.13
C -1.923 -2.825 0.485 -0.12
H 0.342 -1.598 -4.630 0.09
H 1.652 -1.814 -3.477 0.06
H 0.848 -0.243 -3.625 0.05
H -1.965 -1.440 -3.975 0.09
H -1.682 -0.055 -2.922 0.04
H -2.497 -1.501 -2.300 0.06
H -0.752 -3.564 -3.684 0.09
H -1.254 -3.672 -2.006 0.06
H 0.454 -3.806 -2.427 0.06
H 1.911 -2.306 1.908 0.06
H 2.278 -0.595 1.636 0.06
H 3.544 -1.818 1.474 0.09
H 1.584 -3.886 -0.110 0.08
H 3.322 -3.622 -0.236 0.09
H 2.306 -3.411 -1.656 0.06
H 3.200 0.097 -0.675 0.07
H 3.111 -1.014 -2.043 0.06
H 4.240 -1.327 -0.726 0.09
H -0.127 -0.581 2.400 0.05
H -0.118 -2.355 2.385 0.07
H -1.563 -1.485 2.879 0.09
H -1.931 0.600 0.976 0.06
H -3.160 -0.608 1.330 0.09
H -2.738 -0.255 -0.347 0.07
H -1.197 -3.639 0.456 0.08
H -2.486 -2.832 -0.448 0.06
H -2.632 -3.045 1.290 0.09
```

Values from the calculation:
⟨S²⟩: 6.02
LUMO (spin up / spin down) in eV: 0.52 / 0.36
E_HOMO (spin up / spin down) in eV: -7.497 / -7.650
2S+1: 5
HOMO-LUMO gap (spin up / spin down) in eV: 8.020 / 8.012

=====

This record from the Open Molecules 2025 dataset describes a molecular structure, C20H34F5NbO3PSSi at a distorted geometry. The level of theory is the ωB97M-V functional and the def2-TZVPD basis.

XYZ file:
```
66
Properties=species:S:1:pos:R:3:lowdin_charge:R:1
C 6.310 2.576 1.625 -0.13
C 5.031 1.775 1.377 -0.27
C 3.998 2.522 0.529 -0.21
C 2.525 2.286 0.987 -0.28
C 1.596 1.859 -0.167 -0.31
Nb 0.076 0.283 0.341 1.57
C -1.625 1.603 -0.256 -0.31
C -2.851 0.960 -0.935 -0.37
O -3.980 1.079 -0.069 -0.25
Si -5.426 0.517 -0.627 0.38
C -5.981 1.531 -2.115 -0.16
C -5.432 -1.324 -0.973 -0.16
C -6.651 0.844 0.761 -0.15
C 0.030 0.648 2.578 -0.26
C -0.502 1.952 3.027 -0.61
O -0.299 3.015 2.533 0.09
O -1.343 1.877 4.136 0.03
P -1.381 -1.903 0.671 0.15
S -2.911 -1.584 1.895 0.01
C 1.868 -1.195 0.647 -0.54
F 3.113 -0.566 0.605 -0.02
F 1.798 -1.713 1.938 -0.05
C 1.973 -2.359 -0.292 -0.20
C 1.704 -3.667 0.103 -0.06
C 1.815 -4.738 -0.782 -0.06
C 2.221 -4.517 -2.092 -0.03
C 2.500 -3.212 -2.487 -0.12
C 2.953 -2.949 -3.896 -0.60
F 1.996 -2.462 -4.682 0.15
F 3.962 -2.057 -3.937 0.13
F 3.416 -4.056 -4.500 0.12
C 2.377 -2.144 -1.609 0.02
H 6.089 3.572 1.998 0.06
H 6.902 2.079 2.390 0.06
H 6.922 2.635 0.731 0.07
H 4.628 1.504 2.350 0.10
H 5.327 0.845 0.902 0.10
H 4.243 3.581 0.601 0.09
H 4.120 2.231 -0.508 0.10
H 2.171 3.234 1.364 0.09
H 2.576 1.556 1.781 0.06
H 1.063 2.725 -0.549 0.04
H 2.183 1.467 -0.993 0.02
H 0.164 -0.244 -1.414 -0.06
H -1.196 2.287 -0.988 0.03
H -2.010 2.226 0.548 0.06
H -2.681 -0.075 -1.235 0.06
H -3.072 1.511 -1.853 0.09
H -5.223 1.540 -2.894 0.02
H -6.944 1.203 -2.492 0.02
H -6.089 2.553 -1.761 0.03
H -5.198 -1.584 -2.000 0.02
H -4.783 -1.850 -0.280 -0.02
H -6.442 -1.677 -0.773 0.02
H -6.103 0.701 1.692 0.03
H -7.470 0.133 0.769 0.02
H -7.004 1.870 0.764 0.02
H -0.592 -0.125 3.029 0.01
H 1.005 0.524 3.050 0.06
H -0.839 2.098 4.924 0.10
H -0.661 -3.025 1.125 -0.11
H -1.874 -2.295 -0.595 -0.10
H 1.413 -3.853 1.123 0.10
H 1.579 -5.725 -0.423 0.10
H 2.313 -5.352 -2.763 0.11
H 2.604 -1.150 -1.957 0.12
```

Values from the calculation:
LUMO in eV: 1.61
Total charge: -1
E_HOMO in eV: -4.817
2S+1: 1
HOMO-LUMO gap in eV: 6.424

=====

This record from the Open Molecules 2025 dataset describes a molecular structure, C20H34N3O3PS2Tc. The level of theory is the ωB97M-V functional and the def2-TZVPD basis.

XYZ file:
```
64
Properties=species:S:1:pos:R:3:lowdin_charge:R:1
Tc 0.807 0.213 0.800 1.08
N 2.497 0.582 -0.590 -0.04
C 3.675 -0.155 -0.066 -0.13
C 3.690 -0.031 1.450 -0.54
O 4.741 0.139 2.046 0.05
N 2.443 -0.095 1.978 -0.14
C 2.262 0.485 3.298 -0.16
C 1.490 1.797 3.104 -0.60
O 1.437 2.651 3.947 0.09
O 0.880 1.884 1.916 -0.29
H 2.338 0.344 -1.565 0.09
H 2.692 1.578 -0.551 0.08
H 4.615 0.229 -0.458 0.13
H 3.586 -1.200 -0.348 0.09
H 3.206 0.692 3.797 0.12
H 1.648 -0.155 3.933 0.09
C -4.046 -2.764 1.299 -0.14
C -2.727 -2.016 1.204 -0.76
S -2.172 -1.660 -0.348 0.73
C -2.045 -1.657 2.372 -0.72
C -2.540 -2.089 3.740 -0.13
S -0.648 -0.703 2.533 0.76
H -4.462 -2.891 0.305 0.05
H -4.768 -2.222 1.913 0.08
H -3.905 -3.754 1.739 0.08
H -3.458 -2.663 3.694 0.06
H -2.703 -1.214 4.371 0.08
H -1.778 -2.696 4.231 0.08
N 0.827 -1.856 -0.054 -0.06
C 1.287 -2.228 -1.362 -0.32
C 2.390 -3.054 -1.524 -0.05
C 2.817 -3.398 -2.799 -0.07
C 2.144 -2.924 -3.915 -0.09
C 1.035 -2.103 -3.748 -0.07
C 0.606 -1.758 -2.476 -0.06
H 1.288 -2.415 0.660 0.10
H -0.188 -2.029 0.003 -0.06
H 2.914 -3.437 -0.655 0.12
H 3.674 -4.048 -2.918 0.11
H 2.473 -3.199 -4.908 0.10
H 0.498 -1.732 -4.612 0.11
H -0.269 -1.134 -2.331 0.06
C -3.484 2.721 0.391 -0.14
C -2.435 1.681 0.782 -0.41
P -0.959 1.531 -0.293 0.85
C -0.456 3.310 -0.388 -0.38
C 1.004 3.574 -0.756 -0.16
C -1.663 1.290 -1.974 -0.41
C -0.650 1.530 -3.096 -0.15
H -4.223 2.807 1.189 0.07
H -4.016 2.436 -0.517 0.06
H -3.050 3.710 0.240 0.06
H -2.889 0.691 0.835 0.03
H -2.026 1.897 1.772 0.07
H -0.651 3.734 0.597 0.08
H -1.120 3.797 -1.107 0.08
H 1.646 3.275 0.072 0.05
H 1.170 4.638 -0.932 0.08
H 1.301 3.039 -1.662 0.05
H -2.504 1.976 -2.082 0.08
H -2.062 0.273 -2.016 0.01
H -0.370 2.582 -3.155 0.06
H -1.072 1.245 -4.061 0.08
H 0.261 0.947 -2.946 0.04
```

Values from the calculation:
⟨S²⟩: 3.77
LUMO (spin up / spin down) in eV: 0.33 / -1.68
E_HOMO (spin up / spin down) in eV: -7.331 / -8.019
2S+1: 4
HOMO-LUMO gap (spin up / spin down) in eV: 7.663 / 6.338

=====

This record from the Open Molecules 2025 dataset describes 2 unconnected molecules or ions with the total composition C20H35BNO2 at a distorted geometry. The level of theory is the ωB97M-V functional and the def2-TZVPD basis.

XYZ file:
```
59
Properties=species:S:1:pos:R:3:lowdin_charge:R:1
B -0.135 -1.181 -1.730 0.09
C 0.463 -2.190 -0.589 -0.22
O 1.773 -2.749 -0.934 -0.17
C 2.190 -3.709 0.059 -0.14
C 2.351 -3.195 1.540 0.04
C 2.771 -4.200 2.645 -0.22
C 2.924 -3.654 4.157 -0.11
C 3.026 -5.705 2.299 -0.05
C 2.891 -6.173 0.806 -0.02
C 2.467 -5.183 -0.341 -0.10
C 2.376 -5.782 -1.817 -0.34
C 1.036 -5.407 -2.616 -0.08
C 3.676 -5.223 -2.643 -0.08
H 0.032 -1.291 -2.893 0.01
H -0.833 -0.303 -1.324 0.02
H -0.345 -3.012 -0.441 0.13
H 0.528 -1.554 0.377 0.11
H 2.176 -2.095 1.817 0.11
H 3.308 -2.566 4.138 0.08
H 3.741 -4.270 4.677 0.07
H 1.901 -3.753 4.661 0.08
H 3.324 -6.492 3.079 0.08
H 3.089 -7.271 0.538 0.09
H 2.510 -6.916 -1.734 0.12
H 0.488 -4.494 -2.196 0.07
H 0.290 -6.289 -2.523 0.08
H 1.246 -5.312 -3.747 0.08
H 3.245 -4.485 -3.418 0.08
H 4.372 -4.652 -1.937 0.08
H 4.198 -6.067 -3.211 0.07
C -3.797 3.470 1.542 -0.06
C -3.247 3.666 0.113 -0.52
C -3.493 5.123 -0.341 -0.17
C -2.629 6.173 0.350 -0.20
C -1.281 5.638 0.825 -0.16
C -0.788 4.374 0.084 -0.53
N -1.815 3.338 0.208 -0.23
O -1.461 2.140 -0.408 -0.33
C 0.482 3.906 0.827 -0.07
C -0.390 4.740 -1.361 -0.05
C -4.093 2.782 -0.830 -0.07
H -3.670 2.436 1.872 0.08
H -4.869 3.703 1.594 0.06
H -3.288 4.110 2.267 0.06
H -3.322 5.197 -1.421 0.10
H -4.549 5.391 -0.201 0.10
H -2.474 7.010 -0.342 0.10
H -3.167 6.593 1.207 0.10
H -0.535 6.439 0.759 0.10
H -1.365 5.412 1.895 0.10
H 0.245 3.589 1.847 0.07
H 1.217 4.717 0.896 0.07
H 0.970 3.069 0.318 0.07
H 0.387 5.515 -1.361 0.07
H -1.227 5.127 -1.949 0.06
H 0.019 3.880 -1.897 0.07
H -5.150 3.073 -0.787 0.07
H -4.048 1.726 -0.555 0.07
H -3.769 2.883 -1.870 0.07
```

Values from the calculation:
LUMO in eV: 2.55
Total charge: -1
E_HOMO in eV: -1.234
2S+1: 1
HOMO-LUMO gap in eV: 3.779

=====

This record from the Open Molecules 2025 dataset describes a molecular structure, C20H35F2GeN4O3RbS at a distorted geometry. The level of theory is the ωB97M-V functional and the def2-TZVPD basis.

XYZ file:
```
67
Properties=species:S:1:pos:R:3:lowdin_charge:R:1
Rb -0.125 -0.486 -0.515 0.81
N -0.950 -4.280 3.035 0.03
C -0.756 -3.988 1.699 -1.03
S -2.104 -4.125 0.666 0.42
N 0.470 -3.812 1.331 -0.06
N 0.947 -3.245 0.264 -0.05
C 1.915 -3.794 -0.384 -0.14
C 2.629 -3.101 -1.419 -0.28
C 3.521 -3.819 -2.235 -0.03
C 4.192 -3.163 -3.243 -0.08
C 3.989 -1.798 -3.398 -0.08
C 3.124 -1.163 -2.519 -0.17
N 2.453 -1.782 -1.568 0.06
H -1.906 -4.206 3.344 0.05
H -0.258 -3.895 3.661 0.07
H 2.242 -4.815 -0.157 0.11
H 3.662 -4.876 -2.065 0.10
H 4.868 -3.700 -3.896 0.10
H 4.489 -1.242 -4.175 0.09
H 2.969 -0.094 -2.586 0.09
C 1.553 0.179 3.682 -0.03
C 0.123 0.544 3.233 -0.75
C -0.459 1.528 4.264 -0.07
C -0.754 -0.715 3.222 -0.04
O 0.204 1.101 1.965 -0.40
Ge -1.174 2.159 1.074 1.00
O -2.267 0.642 0.507 -0.49
C -3.412 0.726 -0.280 -0.75
C -4.240 1.981 0.044 -0.07
C -4.274 -0.517 0.014 -0.03
C -3.056 0.769 -1.773 -0.05
O -0.172 2.213 -0.584 -0.47
C 0.909 3.042 -0.858 -0.74
C 2.224 2.394 -0.397 -0.03
C 0.774 4.411 -0.170 -0.07
C 0.957 3.261 -2.381 -0.03
H 1.546 -0.285 4.668 0.08
H 2.159 1.085 3.718 0.08
H 1.997 -0.508 2.963 0.08
H -0.443 1.101 5.265 0.08
H -1.484 1.769 3.995 0.06
H 0.126 2.444 4.254 0.08
H -0.824 -1.144 4.222 0.08
H -0.337 -1.445 2.533 0.06
H -1.748 -0.443 2.871 0.08
H -4.436 2.024 1.112 0.08
H -5.185 1.970 -0.493 0.08
H -3.680 2.868 -0.239 0.06
H -4.535 -0.533 1.070 0.08
H -3.712 -1.425 -0.204 0.06
H -5.188 -0.510 -0.577 0.08
H -2.351 1.579 -1.940 0.07
H -3.941 0.940 -2.385 0.09
H -2.590 -0.166 -2.081 0.05
H 2.158 2.191 0.669 0.07
H 3.072 3.050 -0.596 0.08
H 2.367 1.448 -0.916 0.06
H 0.813 4.273 0.907 0.06
H -0.190 4.848 -0.422 0.08
H 1.569 5.091 -0.476 0.08
H 1.056 2.302 -2.884 0.06
H 1.791 3.903 -2.662 0.08
H 0.027 3.720 -2.711 0.08
F 0.828 0.204 -4.496 0.00
C -0.100 -0.624 -3.909 -0.11
F -1.279 -0.402 -4.574 0.01
H 0.208 -1.659 -4.084 0.12
```

Values from the calculation:
⟨S²⟩: 0.75
LUMO (spin up / spin down) in eV: 2.12 / 1.05
Total charge: -1
E_HOMO (spin up / spin down) in eV: -4.127 / -4.126
2S+1: 2
HOMO-LUMO gap (spin up / spin down) in eV: 6.243 / 5.173

=====

This record from the Open Molecules 2025 dataset describes 2 unconnected molecules or ions with the total composition C20H35N5O2 at a distorted geometry. The level of theory is the ωB97M-V functional and the def2-TZVPD basis.

XYZ file:
```
62
Properties=species:S:1:pos:R:3:lowdin_charge:R:1
O 3.157 -7.166 -3.232 0.04
O -0.842 -3.605 -1.806 0.05
C 2.718 -6.283 -2.514 -0.56
C -0.076 -3.929 -2.699 -0.46
C -0.266 0.825 0.216 -0.07
C -1.170 1.850 0.500 -0.03
C 0.708 0.472 1.149 -0.06
C -0.122 2.177 2.640 0.02
C -1.110 2.560 1.711 -0.21
C 0.787 1.139 2.377 -0.23
N -0.594 -4.141 -3.918 0.04
N 2.483 1.895 3.969 -0.01
N -2.018 3.609 1.983 -0.09
N -3.746 5.893 2.512 -0.23
N 1.991 -5.301 -3.044 0.11
C 2.992 -6.314 -1.025 0.01
C 0.068 -4.478 -5.181 -0.07
C -4.892 6.778 2.781 -0.09
C 1.806 0.718 3.409 -0.24
C 1.773 -1.635 -1.888 -0.07
C 3.722 -2.965 -2.617 -0.06
C -2.105 4.189 3.350 -0.15
C -2.420 4.544 0.897 -0.14
C -3.424 4.944 3.600 -0.18
C -3.764 5.227 1.192 -0.18
C 2.200 -2.826 -2.755 -0.37
C 1.420 -4.110 -2.381 -0.18
H -0.341 0.289 -0.725 0.09
H -1.935 2.063 -0.235 0.10
H 1.392 -0.340 0.923 0.09
H -0.027 2.686 3.591 0.10
H -1.595 -4.015 -3.948 0.14
H 3.252 1.623 4.579 0.06
H 2.808 2.508 3.221 0.08
H 1.842 -5.392 -4.035 0.11
H 3.613 -7.180 -0.801 0.09
H 3.515 -5.408 -0.727 0.07
H 2.047 -6.398 -0.491 0.09
H -0.589 -4.223 -6.015 0.09
H 0.271 -5.550 -5.221 0.08
H 0.998 -3.921 -5.299 0.08
H -5.007 7.512 1.977 0.08
H -4.743 7.322 3.720 0.08
H -5.816 6.197 2.858 0.08
H 2.547 0.053 2.951 0.10
H 1.306 0.160 4.208 0.12
H 2.334 -0.744 -2.173 0.09
H 0.713 -1.427 -2.030 0.07
H 1.957 -1.857 -0.837 0.08
H 3.986 -3.210 -1.590 0.08
H 4.097 -3.740 -3.284 0.08
H 4.205 -2.028 -2.892 0.08
H -1.268 4.878 3.501 0.12
H -2.038 3.399 4.104 0.12
H -2.513 4.044 -0.067 0.10
H -1.647 5.312 0.792 0.12
H -3.350 5.478 4.553 0.12
H -4.235 4.213 3.690 0.12
H -3.968 5.960 0.405 0.12
H -4.562 4.477 1.167 0.12
H 1.990 -2.578 -3.795 0.13
H 1.488 -4.227 -1.301 0.15
```

Values from the calculation:
SMILES: CNC(=O)[C@@H](NC(C)=O)C(C)C.CN1CCN(c2cccc(CN)c2)CC1
LUMO in eV: 0.61
E_HOMO in eV: -7.525
2S+1: 1
HOMO-LUMO gap in eV: 8.131

=====

This record from the Open Molecules 2025 dataset describes a molecular structure, C20H36Cl2CoN2O4P at a distorted geometry. The level of theory is the ωB97M-V functional and the def2-TZVPD basis.

XYZ file:
```
66
Properties=species:S:1:pos:R:3:lowdin_charge:R:1
O -1.657 3.219 -3.791 -0.02
C -1.408 3.451 -4.961 -0.21
C -2.262 3.066 -6.135 -0.18
C -3.493 2.427 -5.908 -0.02
H -3.822 2.263 -4.879 0.12
C -4.267 2.008 -6.993 -0.08
H -5.217 1.504 -6.800 0.10
C -3.824 2.230 -8.308 -0.09
H -4.430 1.888 -9.150 0.10
C -2.602 2.890 -8.535 -0.09
H -2.258 3.070 -9.559 0.10
C -1.829 3.311 -7.450 -0.05
H -0.877 3.832 -7.596 0.11
H -0.484 4.003 -5.261 0.12
C 1.454 -1.361 -2.626 -0.20
C 1.792 -1.044 -1.222 -0.33
H 2.084 -2.150 -3.045 0.04
H 1.531 -0.471 -3.262 0.04
H 0.404 -1.677 -2.676 0.03
C 2.777 -1.432 -0.420 -0.28
C 3.748 -2.566 -0.683 -0.14
H 2.917 -0.969 0.566 0.04
H 3.703 -2.930 -1.724 0.05
H 3.545 -3.417 -0.010 0.04
H 4.782 -2.260 -0.470 0.04
Co 0.160 0.008 -0.382 -0.01
Cl -1.566 -1.368 -0.598 -0.02
Cl -0.208 1.573 -1.813 0.11
H -4.284 2.448 -0.739 0.08
H -5.699 0.941 0.597 0.08
C -3.416 1.787 -0.610 -0.08
C -4.840 0.268 0.708 -0.08
N -3.604 1.022 0.612 -0.21
H -2.492 2.366 -0.569 0.04
C -2.629 0.831 1.528 -0.36
O -1.453 1.215 1.432 -0.07
H -4.874 -0.213 1.690 0.08
H -2.982 0.288 2.432 0.12
H -3.372 1.114 -1.477 0.08
H -4.899 -0.497 -0.079 0.09
H 3.419 3.049 3.137 0.09
H 2.041 5.083 2.334 0.08
C 3.413 2.698 2.096 -0.04
C 2.071 4.629 1.334 -0.05
N 2.204 3.175 1.434 -0.18
H 3.446 1.607 2.057 0.08
C 1.326 2.339 0.877 -0.29
O 1.425 1.080 0.903 -0.11
H 1.155 4.878 0.790 0.09
H 0.485 2.820 0.354 0.08
H 4.293 3.129 1.597 0.09
H 2.936 5.062 0.810 0.09
C 1.706 -3.815 2.987 -0.17
P 0.771 -2.267 2.806 0.53
C -0.839 -2.495 3.519 -0.18
C 1.775 -1.034 3.645 -0.17
O 0.644 -1.932 1.351 -0.41
H 2.317 -3.858 2.075 0.04
H 0.979 -4.636 3.018 0.05
H 2.341 -3.852 3.879 0.04
H -0.756 -2.923 4.517 0.04
H -1.332 -1.524 3.559 0.04
H -1.430 -3.165 2.884 0.07
H 2.388 -0.568 2.860 0.03
H 1.147 -0.281 4.135 0.05
H 2.434 -1.498 4.389 0.04
```

Values from the calculation:
⟨S²⟩: 3.76
LUMO (spin up / spin down) in eV: 2.40 / 2.40
Total charge: -1
E_HOMO (spin up / spin down) in eV: -1.924 / -2.827
2S+1: 4
HOMO-LUMO gap (spin up / spin down) in eV: 4.326 / 5.230